{
  "formula": "C34H38B2F4LuN8O3S2",
  "method": "the ωB97M-V functional and the def2-TZVPD basis",
  "species": ["Lu", "N", "C", "S", "N", "N", "C", "C", "C", "C", "C", "C", "N", "H", "H", "H", "H", "H", "H", "H", "C", "C", "N", "C", "C", "C", "S", "N", "C", "O", "C", "C", "C", "C", "C", "C", "H", "H", "H", "H", "H", "H", "H", "H", "H", "H", "H", "H", "H", "H", "H", "B", "C", "N", "H", "H", "H", "C", "O", "C", "C", "C", "C", "C", "C", "N", "C", "C", "C", "C", "C", "C", "C", "O", "H", "H", "H", "H", "H", "H", "H", "H", "H", "H", "H", "H", "H", "F", "B", "F", "F", "F"],
  "xyz": [[-15.9819, -8.2859, 12.0245], [-18.5988, -5.6199, 8.7353], [-18.1042, -6.4415, 9.7372], [-17.7712, -5.7375, 11.2223], [-18.2181, -7.7248, 9.4412], [-17.7837, -8.6778, 10.3347], [-18.3161, -9.8547, 10.2336], [-17.8661, -10.9018, 11.1729], [-18.4886, -12.1315, 11.1431], [-18.1451, -13.0784, 12.0790], [-17.1240, -12.7923, 12.9794], [-16.5520, -11.5336, 12.9362], [-16.9239, -10.5922, 12.0796], [-18.3751, -4.6279, 8.8445], [-18.5936, -6.0230, 7.8325], [-19.0950, -10.1106, 9.4709], [-19.3041, -12.2654, 10.4179], [-18.5897, -14.0526, 12.0764], [-16.8794, -13.5073, 13.7707], [-15.7563, -11.2642, 13.6129], [-11.1764, -3.6106, 10.9672], [-12.6905, -3.3825, 10.9299], [-13.3396, -4.1747, 11.9547], [-13.7099, -3.5716, 13.2148], [-12.6353, -3.7383, 14.3379], [-13.5990, -5.4750, 11.7312], [-14.1738, -6.4643, 13.0448], [-13.2263, -5.9502, 10.5152], [-13.9456, -6.8334, 9.8955], [-15.0380, -7.3473, 10.2492], [-13.3735, -7.3126, 8.5829], [-12.0826, -6.9354, 8.2053], [-11.5325, -7.4022, 7.0319], [-12.2647, -8.2159, 6.2011], [-13.5565, -8.5789, 6.5939], [-14.1209, -8.1383, 7.7745], [-10.7290, -3.0015, 10.1599], [-10.9656, -4.6593, 10.7683], [-10.7332, -3.2764, 11.9097], [-13.0580, -3.6210, 9.9296], [-12.9203, -2.3684, 11.1350], [-14.6403, -4.0280, 13.5508], [-13.9353, -2.5255, 12.9791], [-12.5657, -4.8046, 14.5710], [-12.9342, -3.1989, 15.2088], [-11.6953, -3.3147, 13.9647], [-11.5605, -6.2442, 8.8432], [-10.5347, -7.0497, 6.7919], [-11.9233, -8.5455, 5.2226], [-14.1254, -9.2475, 5.9355], [-15.1333, -8.4045, 8.0947], [-14.6060, -9.6367, 16.9724], [-14.9287, -9.2478, 15.4606], [-15.1901, -9.0797, 14.3324], [-14.8580, -8.6976, 17.7277], [-15.3841, -10.5525, 17.2401], [-13.4958, -10.0956, 17.0795], [-18.2666, -5.3526, 16.0875], [-17.6175, -6.3947, 16.8251], [-18.2287, -6.8236, 17.9658], [-18.8942, -5.9516, 18.8069], [-19.5095, -6.4496, 19.9443], [-19.4001, -7.8089, 20.2536], [-18.8144, -8.6610, 19.3656], [-18.2062, -8.1942, 18.2086], [-17.6305, -9.0626, 17.2639], [-17.9313, -9.0196, 15.9941], [-19.1188, -8.6078, 15.3685], [-20.3814, -8.5782, 16.0018], [-21.5086, -8.2936, 15.2886], [-21.3780, -7.9905, 13.8943], [-20.1463, -7.9265, 13.2672], [-18.9684, -8.2620, 13.9874], [-17.8198, -8.2934, 13.4057], [-17.8297, -5.4055, 15.0656], [-18.0798, -4.3550, 16.5357], [-19.3506, -5.5435, 16.0332], [-18.9424, -4.8890, 18.4909], [-20.0100, -5.7891, 20.6541], [-19.8517, -8.2273, 21.1694], [-18.8056, -9.7284, 19.5796], [-16.7427, -9.4877, 17.4269], [-17.1702, -9.3826, 15.3243], [-20.4980, -8.8677, 17.0346], [-22.4707, -8.1868, 15.7478], [-22.2656, -7.7603, 13.3512], [-20.1203, -7.7504, 12.1718], [-13.4594, -11.7407, 11.3813], [-13.8029, -10.7341, 10.5121], [-12.7319, -10.0737, 9.9915], [-14.6872, -11.2063, 9.5529], [-14.5125, -9.6908, 11.3437]],
  "forces_ev_per_a": [[-0.8, 0.5, 0.3], [0.5, 0.7, 1.1], [-1.1, -0.6, -0.1], [0.9, 0.1, 1.0], [0.1, -1.1, -0.5], [-0.6, 0.5, -0.4], [0.4, 0.6, -0.1], [-0.2, 0.8, -0.1], [-0.8, -0.1, -0.4], [0.7, -0.1, 0.1], [-0.7, -0.3, 0.3], [0.3, -0.1, 0.2], [-0.2, -0.1, -0.5], [-0.1, -0.8, -0.2], [0.0, -0.2, -0.9], [0.7, 0.4, 0.7], [0.5, -0.2, 0.3], [-0.4, -0.3, 0.1], [0.2, 0.3, -0.4], [0.1, 0.0, 0.1], [0.0, 0.7, -0.7], [0.9, -0.8, -0.1], [-0.6, -1.1, -0.2], [0.2, 0.4, 0.7], [-0.4, 0.0, -1.7], [0.1, -0.6, 0.0], [0.0, 0.2, -0.3], [-0.1, 1.4, 1.1], [0.1, -1.3, -1.0], [-0.5, 0.1, 0.2], [0.4, 0.6, 0.6], [-0.8, -0.1, 0.3], [0.7, 0.7, 0.1], [-1.0, -0.4, -0.2], [-0.1, -0.6, -0.9], [-0.4, -0.2, 0.0], [0.0, -0.3, 0.3], [0.1, 0.0, 0.2], [-0.1, -0.2, -0.1], [-0.1, -0.1, 0.3], [-0.2, 1.1, 0.2], [0.0, 0.0, -0.1], [0.2, 0.0, 0.3], [0.3, 0.3, 0.0], [-0.3, 0.4, 0.7], [0.0, -0.3, 0.3], [0.2, 0.0, 0.1], [0.0, -0.2, -0.2], [0.2, 0.0, 0.3], [0.2, 0.3, 0.3], [0.4, 0.0, -0.2], [-0.3, 0.0, 0.3], [0.1, 0.0, -1.8], [0.4, 0.0, 1.4], [0.2, -0.1, -0.3], [0.0, 0.0, -0.1], [0.0, 0.2, -0.1], [0.3, 0.1, -0.5], [-0.2, 0.0, 0.2], [0.3, 0.3, -1.2], [-0.4, 0.7, -0.1], [0.3, 0.0, 0.7], [-1.1, 0.6, 0.9], [0.8, -1.0, -0.4], [-0.6, 0.1, 0.9], [-0.7, 0.4, -0.6], [-0.5, -0.4, -0.5], [0.2, 0.3, 0.3], [-0.5, 0.0, 0.0], [0.5, 0.5, -0.9], [1.3, 0.2, 0.7], [-1.5, -0.4, -0.7], [1.2, -0.2, -1.1], [-0.5, 0.2, 0.6], [-0.3, 0.1, 0.7], [0.0, -0.5, -0.3], [0.3, 0.1, 0.0], [0.0, -0.8, 0.6], [0.1, -0.1, -0.3], [0.2, 0.4, -0.6], [0.1, 0.1, -0.2], [1.1, -0.3, 0.7], [0.1, -0.2, 0.0], [0.2, 0.1, 0.2], [-0.3, -0.3, 0.2], [-0.5, 0.1, -0.5], [0.4, 0.1, 1.0], [0.1, -0.2, 0.3], [-0.1, -0.2, 0.0], [0.4, 0.1, -0.3], [-0.2, 0.3, 0.0], [0.1, -0.3, 0.0]],
  "charge": -1,
  "e_above_lowest_kj_mol": 12.1,
  "total_energy_ha": -4463.77713,
  "largest_force_ev_per_a": 1.802
}


{
  "formula": "C16H31NO3P2Tc",
  "method": "the ωB97M-V functional and the def2-TZVPD basis",
  "species": ["Tc", "P", "P", "N", "H", "C", "H", "H", "H", "C", "H", "H", "H", "C", "H", "H", "H", "C", "H", "H", "H", "C", "H", "H", "H", "C", "H", "H", "H", "C", "C", "C", "C", "C", "C", "H", "H", "H", "H", "H", "C", "O", "C", "H", "H", "H", "C", "H", "H", "H", "O", "C", "O", "H"],
  "xyz": [[0.0000, 0.0000, 0.0000], [-2.1863, 0.5223, 1.0710], [2.2082, -0.5220, -1.0323], [-0.8098, -1.1814, -1.0694], [0.1924, 2.9497, 2.2215], [-3.1228, 2.0244, 0.4971], [-4.0797, 2.1529, 1.0353], [-3.3222, 1.9254, -0.5835], [-2.4961, 2.9196, 0.6510], [-2.1690, 0.7851, 2.9029], [-3.1503, 1.1262, 3.2777], [-1.3995, 1.5345, 3.1525], [-1.8983, -0.1659, 3.3903], [-3.4365, -0.8156, 0.8600], [-4.3371, -0.6300, 1.4712], [-2.9734, -1.7723, 1.1519], [-3.7148, -0.8785, -0.2047], [2.8561, 0.5809, -2.3824], [3.8139, 0.2161, -2.7958], [2.9969, 1.5979, -1.9788], [2.1055, 0.6309, -3.1896], [3.6561, -0.5827, 0.1179], [4.6018, -0.7740, -0.4197], [3.4838, -1.3819, 0.8577], [3.7240, 0.3783, 0.6548], [2.2420, -2.1803, -1.8368], [3.2562, -2.4454, -2.1835], [1.5446, -2.1730, -2.6904], [1.8855, -2.9254, -1.1070], [-1.4772, -2.0758, -1.8585], [-2.7939, -2.6033, -3.8498], [-2.1145, -1.6697, -3.0606], [-1.5448, -3.4433, -1.4783], [-2.2279, -4.3638, -2.2768], [-2.8560, -3.9529, -3.4652], [-3.2811, -2.2756, -4.7750], [-2.0602, -0.6155, -3.3502], [-1.0520, -3.7476, -0.5498], [-2.2723, -5.4149, -1.9703], [-3.3897, -4.6791, -4.0869], [0.9811, 2.8107, 1.4474], [0.7254, 1.6122, 0.7668], [0.9046, 3.9906, 0.4693], [1.6965, 4.7257, 0.6994], [-0.0734, 4.4991, 0.5360], [1.0487, 3.6371, -0.5659], [2.3400, 2.7212, 2.1514], [3.1482, 3.0924, 1.4968], [2.5585, 1.6734, 2.4232], [2.3320, 3.3174, 3.0783], [0.7294, 0.3084, 3.1004], [0.7358, -0.9186, 2.6566], [0.4424, -1.2123, 1.4073], [0.9697, -1.7215, 3.3416]],
  "forces_ev_per_a": [[-1.3, -0.1, -1.5], [-1.2, 0.4, 0.5], [1.1, -0.1, -0.8], [-0.8, 0.0, -1.7], [0.4, -0.1, -0.2], [0.3, -0.1, -0.2], [0.5, -0.2, -0.2], [0.1, 0.1, 0.4], [-0.2, -0.4, -0.1], [0.1, 0.0, -0.1], [0.3, -0.2, -0.3], [-0.3, -0.4, -0.1], [-0.1, 0.5, -0.1], [0.1, 0.0, 0.0], [0.4, 0.0, -0.2], [-0.2, 0.3, -0.1], [0.1, 0.0, 0.4], [-0.3, 0.0, 0.1], [-0.4, 0.1, 0.3], [-0.1, -0.4, -0.1], [0.3, 0.0, 0.3], [-0.3, 0.1, 0.1], [-0.5, 0.1, 0.2], [0.1, 0.3, -0.3], [0.0, -0.4, -0.2], [-0.1, 0.1, 0.1], [-0.4, 0.1, 0.2], [0.2, 0.0, 0.3], [0.1, 0.2, -0.3], [0.3, 0.3, 0.5], [0.2, 0.0, 0.3], [-0.2, -0.3, -0.2], [-0.2, -0.2, -0.2], [0.1, 0.3, 0.0], [0.0, 0.1, 0.1], [0.2, -0.1, 0.4], [0.0, -0.4, 0.1], [-0.2, 0.1, -0.3], [0.0, 0.4, -0.1], [0.2, 0.3, 0.3], [-0.4, -0.8, 0.0], [0.8, 1.4, -0.2], [0.0, 0.4, 0.0], [-0.4, -0.2, -0.1], [0.4, -0.2, -0.2], [0.0, 0.1, 0.4], [0.3, -0.1, 0.1], [-0.2, -0.1, 0.2], [-0.2, 0.6, -0.1], [0.1, -0.1, -0.3], [0.1, -5.5, -1.1], [-0.4, 6.0, 0.5], [1.3, -1.4, 3.7], [0.1, -0.6, 0.0]],
  "multiplicity": 4,
  "e_above_lowest_kj_mol": 62.6,
  "total_energy_ha": -1672.19496,
  "largest_force_ev_per_a": 6.040
}


{
  "formula": "C36H51N2O5",
  "method": "the ωB97M-V functional and the def2-TZVPD basis",
  "species": ["C", "C", "C", "C", "C", "C", "C", "C", "C", "C", "C", "O", "C", "C", "C", "C", "C", "C", "C", "C", "O", "C", "C", "O", "C", "C", "C", "C", "C", "N", "C", "C", "C", "N", "O", "C", "O", "C", "C", "C", "C", "C", "C", "H", "H", "H", "H", "H", "H", "H", "H", "H", "H", "H", "H", "H", "H", "H", "H", "H", "H", "H", "H", "H", "H", "H", "H", "H", "H", "H", "H", "H", "H", "H", "H", "H", "H", "H", "H", "H", "H", "H", "H", "H", "H", "H", "H", "H", "H", "H", "H", "H", "H", "H"],
  "xyz": [[5.5810, -1.0576, 2.1218], [6.0712, -0.9087, 0.6516], [5.3464, 0.1957, -0.1768], [5.3084, 1.5677, 0.5612], [3.8848, 2.2158, 0.6141], [2.8293, 1.3235, 1.3133], [1.3705, 1.8582, 1.1227], [1.0737, 1.8523, -0.4115], [-0.3938, 1.7723, -0.7795], [-1.1698, 0.5674, -0.9242], [-0.6257, -0.7473, -0.6847], [0.6600, -0.9820, -0.2518], [0.7206, -1.4436, 1.1100], [2.1018, -2.0918, 1.4407], [1.9940, -3.1516, 2.5779], [1.2217, -4.4340, 2.1813], [-1.4414, -1.8659, -0.9047], [-0.9851, -3.3213, -0.7438], [0.3854, -3.6750, -1.3920], [0.7100, -2.9113, -2.6712], [-0.2807, -3.1145, -3.6941], [0.2073, -2.8464, -4.9524], [-0.4087, -1.6789, -5.7509], [1.0926, -3.4805, -5.4711], [-2.7862, -1.6995, -1.3322], [-3.3729, -0.4614, -1.5411], [-4.8340, -0.4009, -1.9734], [-5.7741, -1.3204, -1.1410], [-5.4467, -1.3852, 0.3655], [-5.3462, -0.0478, 0.9989], [-2.5481, 0.6696, -1.3312], [-3.1101, 1.9805, -1.5453], [-2.3184, 3.0548, -1.3750], [-1.0035, 2.9459, -1.0013], [-0.3338, 4.1423, -0.9221], [-0.2154, 4.6048, 0.4218], [0.8385, 5.0803, 0.7342], [-1.3612, 4.5741, 1.4107], [-2.0246, 5.7922, 1.6196], [-3.0659, 5.9309, 2.5258], [-3.4690, 4.8089, 3.2715], [-2.8287, 3.5896, 3.0527], [-1.7789, 3.4600, 2.1394], [5.0590, -2.0270, 2.2186], [4.8822, -0.2736, 2.4504], [6.4187, -1.0780, 2.8380], [5.9202, -1.8593, 0.1065], [7.1641, -0.7464, 0.6401], [4.3563, -0.1690, -0.5023], [5.9409, 0.3195, -1.1009], [5.9061, 2.2665, -0.0538], [5.7560, 1.5580, 1.5660], [3.6335, 2.4687, -0.4314], [3.9426, 3.1854, 1.1479], [3.0715, 1.2911, 2.3873], [2.8565, 0.3416, 0.8192], [1.3970, 2.8842, 1.5317], [0.6362, 1.3070, 1.7276], [1.5257, 2.7721, -0.8186], [1.6524, 1.0317, -0.8642], [-0.0438, -2.1911, 1.3691], [0.6030, -0.6259, 1.8457], [2.5834, -2.5402, 0.5571], [2.7848, -1.3203, 1.8323], [3.0296, -3.4664, 2.8088], [1.6019, -2.7124, 3.5139], [0.1532, -4.2318, 2.0134], [1.2641, -5.1287, 3.0411], [1.6901, -4.9506, 1.3297], [-1.7394, -3.9538, -1.2474], [-1.0521, -3.5960, 0.3225], [0.4376, -4.7685, -1.5315], [1.1691, -3.4439, -0.6518], [0.9156, -1.8367, -2.5165], [1.6614, -3.3312, -3.0576], [-1.1058, -1.0961, -5.1249], [0.3782, -1.0124, -6.1374], [-0.9157, -2.1084, -6.6273], [-3.4214, -2.5767, -1.4894], [-5.2306, 0.6234, -1.8932], [-4.9653, -0.6750, -3.0364], [-6.8241, -1.0096, -1.2685], [-5.7239, -2.3580, -1.5261], [-6.2877, -1.9158, 0.8508], [-4.5538, -2.0008, 0.5861], [-5.8205, -0.1081, 1.8970], [-4.3771, 0.1391, 1.2512], [-4.1298, 2.1686, -1.8753], [-2.7312, 4.0475, -1.5679], [-1.7073, 6.6801, 1.0597], [-3.5286, 6.9095, 2.6723], [-4.2699, 4.9259, 4.0054], [-3.1558, 2.7357, 3.6527], [-1.2813, 2.4943, 2.0170]],
  "forces_ev_per_a": [[0.0, -0.6, -0.2], [-0.2, 0.0, -0.2], [1.0, -0.1, 0.4], [-0.6, 0.6, -0.8], [0.4, 0.0, 0.3], [-0.5, 0.5, -0.8], [1.0, 0.4, 0.2], [0.3, 0.2, 0.1], [0.7, 0.1, 0.1], [0.2, 0.1, 0.1], [-0.8, -0.9, -0.1], [-0.5, 0.5, 0.5], [1.1, -0.8, 1.4], [-0.2, 0.2, 0.6], [0.4, -0.4, -0.6], [0.1, 0.1, 0.9], [-0.2, -0.1, -0.3], [-0.3, 0.0, -0.6], [-0.2, 0.4, 0.9], [1.4, -0.9, -0.2], [-0.1, 0.7, -0.1], [0.8, 0.2, -1.6], [-0.4, -0.2, 0.8], [-0.5, 0.2, 1.0], [0.1, 0.7, 0.1], [0.3, -0.7, 0.0], [-0.6, 0.3, 0.2], [0.4, -0.5, 0.2], [-0.5, -0.2, 0.3], [0.2, -0.4, 0.2], [-0.8, 0.5, -0.3], [1.0, -0.3, 0.1], [-0.9, 0.7, -0.3], [-1.1, -0.7, -0.1], [0.2, -0.3, 0.5], [1.4, 0.7, 1.8], [-1.0, -0.2, -1.0], [-0.9, 0.0, -0.5], [0.3, 0.6, -0.5], [0.1, -0.6, 0.4], [0.2, 0.6, -0.5], [-0.2, 0.0, 0.4], [0.0, -0.1, -0.1], [0.2, 0.4, 0.1], [0.3, -0.2, -0.2], [-0.3, 0.1, -0.3], [0.1, 0.3, 0.3], [-0.5, 0.2, 0.0], [0.2, 0.3, 0.3], [-0.4, -0.1, 0.3], [-0.1, -0.2, 0.5], [-0.1, -0.3, -0.3], [-0.2, -0.3, 0.4], [0.0, -0.4, -0.2], [-0.1, -0.4, -0.4], [0.1, 0.2, 0.6], [-0.3, -0.4, -0.3], [0.3, 0.0, -0.4], [-0.5, -0.3, 0.0], [-0.6, 0.1, 0.2], [0.0, 0.4, -0.6], [-0.2, -0.1, -0.6], [-0.3, 0.2, 0.2], [-0.3, -0.3, -0.4], [-0.4, 0.2, 0.0], [0.0, -0.1, -0.5], [0.4, -0.2, -0.2], [-0.1, 0.2, -0.4], [-0.3, 0.3, 0.1], [0.2, 0.4, 0.2], [0.3, 0.0, -0.4], [-0.1, 0.5, -0.2], [-0.1, 0.0, -0.5], [-0.5, -0.4, 0.1], [-0.4, 0.2, 0.2], [0.2, -0.3, -0.4], [-0.1, -0.4, 0.3], [0.0, 0.2, 0.4], [0.5, 0.1, 0.0], [0.2, -0.5, 0.1], [0.4, 0.1, 0.4], [0.5, 0.1, 0.0], [0.0, 0.4, 0.1], [0.4, 0.1, -0.3], [-0.3, 0.3, -0.3], [0.0, 0.2, -0.2], [-0.1, 0.1, -0.2], [0.4, -0.3, 0.2], [0.7, -0.2, 0.3], [-0.1, -0.4, 0.2], [0.1, -0.4, -0.1], [0.3, -0.3, -0.2], [0.3, 0.2, -0.3], [-0.2, 0.3, 0.1]],
  "charge": 1,
  "total_energy_ha": -1887.77465,
  "largest_force_ev_per_a": 2.322
}